{"formula": "C45H117N13O17", "method": "wB97M-V/def2-TZVPD", "homo_lumo_gap_ev": 9.0, "smiles": "COCCNCCOC.COCCNCCOC.COCCNCCOC.COCCNCCOC.COCCNCCOC.COCCNCCOC.COCCNCCOC.NC(N)=O.NC(N)=O.NC(N)=O", "relative_energy_kj_mol": 272.18, "elements": ["C", "O", "C", "C", "N", "C", "C", "O", "C", "H", "H", "H", "H", "H", "H", "H", "H", "H", "H", "H", "H", "H", "H", "H", "C", "O", "C", "C", "N", "C", "C", "O", "C", "H", "H", "H", "H", "H", "H", "H", "H", "H", "H", "H", "H", "H", "H", "H", "C", "O", "C", "C", "N", "C", "C", "O", "C", "H", "H", "H", "H", "H", "H", "H", "H", "H", "H", "H", "H", "H", "H", "H", "C", "O", "C", "C", "N", "C", "C", "O", "C", "H", "H", "H", "H", "H", "H", "H", "H", "H", "H", "H", "H", "H", "H", "H", "C", "O", "C", "C", "N", "C", "C", "O", "C", "H", "H", "H", "H", "H", "H", "H", "H", "H", "H", "H", "H", "H", "H", "H", "C", "O", "C", "C", "N", "C", "C", "O", "C", "H", "H", "H", "H", "H", "H", "H", "H", "H", "H", "H", "H", "H", "H", "H", "C", "O", "C", "C", "N", "C", "C", "O", "C", "H", "H", "H", "H", "H", "H", "H", "H", "H", "H", "H", "H", "H", "H", "H", "N", "C", "N", "O", "H", "H", "H", "H", "N", "C", "N", "O", "H", "H", "H", "H", "N", "C", "N", "O", "H", "H", "H", "H"], "positions_angstrom": [[22.83, 27.00, 11.87], [23.60, 26.54, 12.97], [24.75, 25.85, 12.47], [25.91, 26.21, 13.48], [26.46, 27.45, 12.98], [27.47, 28.05, 13.90], [28.18, 29.16, 13.16], [29.10, 29.78, 14.03], [29.39, 31.05, 13.50], [22.91, 26.26, 11.07], [23.28, 27.92, 11.50], [21.82, 27.15, 12.18], [25.09, 26.27, 11.52], [24.40, 24.81, 12.39], [26.70, 25.45, 13.50], [25.49, 26.20, 14.51], [27.07, 27.29, 12.18], [28.14, 27.30, 14.33], [26.98, 28.51, 14.77], [27.39, 29.90, 12.87], [28.62, 28.87, 12.18], [30.22, 31.51, 14.06], [28.54, 31.73, 13.60], [29.64, 30.91, 12.45], [23.88, 23.91, 18.04], [22.53, 24.03, 17.61], [21.55, 24.05, 18.66], [21.27, 22.67, 19.21], [20.30, 21.95, 18.40], [20.17, 20.56, 18.91], [19.15, 19.84, 18.00], [19.12, 18.42, 18.36], [18.55, 18.17, 19.68], [24.45, 23.42, 17.25], [24.03, 23.29, 18.90], [24.33, 24.88, 18.27], [20.59, 24.36, 18.21], [21.83, 24.70, 19.48], [20.91, 22.70, 20.26], [22.16, 22.06, 19.21], [19.39, 22.45, 18.34], [19.84, 20.48, 19.98], [21.13, 20.07, 18.87], [19.49, 19.97, 16.96], [18.20, 20.37, 18.09], [17.91, 19.01, 19.98], [19.28, 17.97, 20.47], [17.81, 17.38, 19.66], [18.72, 20.53, 22.77], [18.01, 21.52, 22.07], [16.63, 21.55, 22.31], [15.99, 22.35, 21.18], [16.21, 21.70, 19.90], [15.60, 22.31, 18.71], [16.11, 23.67, 18.28], [17.49, 23.56, 18.00], [17.91, 24.77, 17.47], [18.55, 20.59, 23.85], [19.81, 20.69, 22.64], [18.45, 19.49, 22.47], [16.37, 22.05, 23.24], [16.23, 20.55, 22.43], [16.19, 23.41, 21.27], [14.90, 22.35, 21.35], [17.17, 21.47, 19.75], [14.50, 22.36, 18.82], [15.69, 21.68, 17.84], [16.05, 24.40, 19.08], [15.59, 24.08, 17.39], [18.94, 24.68, 17.15], [17.76, 25.51, 18.26], [17.22, 25.02, 16.66], [18.94, 19.09, 13.90], [17.98, 19.82, 14.65], [17.15, 18.89, 15.36], [15.88, 19.68, 15.72], [15.05, 20.21, 14.74], [14.08, 19.25, 14.15], [12.75, 19.29, 14.89], [11.78, 18.47, 14.31], [11.07, 19.13, 13.29], [19.43, 19.81, 13.25], [18.41, 18.29, 13.34], [19.72, 18.64, 14.54], [17.65, 18.45, 16.23], [16.85, 18.00, 14.79], [16.41, 20.50, 16.18], [15.33, 19.12, 16.49], [15.40, 20.80, 14.00], [14.35, 18.20, 14.06], [13.90, 19.57, 13.13], [12.39, 20.33, 14.99], [12.90, 19.00, 15.92], [10.52, 20.00, 13.68], [10.34, 18.41, 12.90], [11.73, 19.58, 12.54], [16.03, 19.64, 11.02], [15.60, 20.92, 11.46], [16.55, 21.85, 11.86], [17.30, 22.39, 10.67], [18.02, 23.58, 11.15], [18.73, 24.26, 10.15], [19.65, 25.34, 10.71], [19.25, 26.63, 10.45], [18.06, 27.04, 10.90], [16.47, 19.07, 11.84], [16.68, 19.75, 10.16], [15.11, 19.12, 10.74], [17.20, 21.55, 12.71], [15.97, 22.69, 12.28], [16.59, 22.67, 9.92], [17.90, 21.67, 10.19], [18.78, 23.23, 11.75], [18.06, 24.71, 9.40], [19.42, 23.58, 9.65], [20.67, 25.35, 10.26], [19.66, 25.18, 11.80], [18.04, 28.12, 10.77], [17.94, 26.86, 11.97], [17.29, 26.52, 10.36], [14.63, 28.70, 14.12], [15.59, 29.06, 15.08], [16.91, 28.58, 14.73], [17.96, 29.43, 15.39], [19.23, 28.89, 15.19], [20.32, 29.76, 15.66], [21.60, 29.02, 15.67], [21.54, 28.07, 16.77], [22.71, 27.24, 16.74], [15.04, 28.92, 13.16], [13.77, 29.35, 14.34], [14.38, 27.67, 14.26], [17.04, 28.58, 13.66], [16.99, 27.54, 15.07], [17.70, 29.64, 16.45], [17.90, 30.41, 14.89], [19.38, 27.99, 15.63], [20.07, 30.15, 16.64], [20.36, 30.53, 14.89], [22.33, 29.79, 15.89], [21.82, 28.47, 14.73], [22.67, 26.49, 17.51], [23.51, 27.95, 16.94], [22.88, 26.74, 15.81], [22.77, 19.60, 11.62], [22.75, 18.23, 11.57], [21.41, 17.78, 11.76], [21.30, 16.31, 11.57], [22.00, 15.89, 10.41], [22.21, 14.52, 10.37], [21.13, 13.82, 9.52], [21.15, 12.47, 9.90], [20.06, 11.84, 9.25], [23.67, 20.00, 11.19], [22.59, 20.04, 12.61], [21.89, 20.02, 11.09], [20.70, 18.28, 11.08], [21.15, 18.01, 12.79], [20.28, 15.97, 11.62], [21.80, 15.93, 12.47], [22.88, 16.40, 10.27], [22.08, 14.03, 11.36], [23.21, 14.21, 10.01], [21.39, 13.79, 8.48], [20.11, 14.27, 9.65], [20.08, 10.82, 9.58], [20.09, 11.88, 8.15], [19.13, 12.36, 9.54], [21.86, 23.94, 14.75], [20.82, 23.13, 14.28], [20.21, 22.30, 15.24], [20.41, 23.16, 13.11], [22.05, 24.06, 15.77], [22.45, 24.36, 14.06], [19.35, 21.85, 14.90], [20.28, 22.54, 16.24], [23.91, 23.46, 8.72], [23.59, 23.21, 10.15], [22.24, 23.19, 10.48], [24.51, 22.94, 10.94], [24.90, 23.28, 8.62], [23.36, 23.26, 7.89], [21.90, 23.23, 11.42], [21.61, 23.53, 9.79], [22.25, 19.37, 16.63], [23.50, 19.73, 15.92], [23.64, 21.18, 15.68], [24.30, 18.88, 15.52], [21.61, 20.05, 16.98], [21.92, 18.42, 16.58], [22.74, 21.63, 15.80], [24.07, 21.42, 14.80]], "mulliken_charge": [-0.816, -0.111, -0.281, -1.020, -0.163, -0.741, -0.329, -0.336, -0.725, 0.345, 0.289, 0.182, 0.537, 0.067, 0.518, 0.336, 0.209, 0.320, 0.236, 0.316, 0.311, 0.251, 0.304, 0.310, -1.092, 0.187, -0.254, -1.089, 1.308, -1.028, 0.688, -0.458, -0.709, 0.293, 0.408, 0.273, -0.283, 0.539, 0.224, 0.523, -0.330, -0.246, 0.756, -0.347, 0.219, 0.074, 0.310, 0.432, -0.836, -0.196, -0.778, -0.674, 0.084, -0.617, -0.815, 0.024, -0.882, 0.398, 0.186, 0.293, 0.436, 0.396, 0.305, 0.468, 0.009, 0.584, -0.295, 0.448, 0.553, -0.106, 0.402, 0.448, -1.673, 0.419, -0.847, -0.115, -0.182, -0.145, -0.634, -0.386, -0.585, 0.374, 0.529, 0.335, 0.379, 0.435, -0.359, 0.402, 0.242, 0.136, 0.180, 0.336, 0.315, 0.281, 0.242, 0.228, -0.604, -0.372, 0.175, -0.972, 0.117, -0.929, 0.401, -0.564, -0.655, 0.105, 0.401, 0.243, -0.121, 0.299, 0.356, 0.503, -0.113, 0.605, 0.291, -0.177, 0.253, 0.331, 0.174, 0.265, -0.654, -0.406, 0.174, -0.812, 0.016, -0.823, -0.133, -0.420, -0.432, 0.321, 0.239, 0.261, 0.100, 0.075, 0.390, 0.262, 0.044, 0.347, 0.440, 0.402, -0.012, 0.020, 0.461, 0.076, -0.592, -0.464, 0.030, -0.823, -0.181, -0.612, -0.472, -0.304, -0.705, 0.353, 0.127, 0.316, 0.335, -0.020, 0.302, 0.347, 0.273, 0.261, 0.365, 0.309, 0.297, 0.259, 0.270, 0.307, 0.927, -0.638, 1.251, -0.364, -0.199, -0.139, -0.351, -0.325, -0.562, 0.595, 0.187, -0.607, 0.280, 0.198, -0.133, 0.001, -0.198, 0.348, -0.294, -0.614, -0.049, 0.295, -0.007, 0.318]}

***

{"formula": "C41H39AsF3N5NiS", "method": "wB97M-V/def2-TZVPD", "homo_lumo_gap_ev": [6.8, 6.9], "elements": ["Ni", "F", "C", "F", "F", "C", "C", "C", "C", "N", "C", "S", "H", "H", "H", "C", "C", "N", "C", "C", "C", "C", "C", "C", "C", "C", "N", "C", "N", "H", "H", "H", "H", "H", "H", "H", "H", "H", "C", "C", "C", "C", "C", "C", "As", "N", "C", "C", "C", "C", "C", "C", "C", "C", "C", "C", "C", "C", "C", "C", "C", "C", "C", "C", "H", "H", "H", "H", "H", "H", "H", "H", "H", "H", "H", "H", "H", "H", "H", "H", "H", "H", "H", "H", "H", "H", "H", "H", "H", "H", "H"], "positions_angstrom": [[-0.53, 1.45, -0.54], [-5.73, 1.94, -1.14], [-5.23, 3.10, -1.58], [-4.97, 2.96, -2.89], [-6.22, 4.01, -1.47], [-4.01, 3.53, -0.81], [-4.01, 4.73, -0.12], [-2.88, 5.13, 0.58], [-1.78, 4.30, 0.56], [-1.78, 3.14, -0.09], [-2.87, 2.72, -0.77], [-2.65, 1.17, -1.53], [-4.89, 5.36, -0.14], [-2.85, 6.07, 1.12], [-0.87, 4.55, 1.09], [2.74, 2.34, -3.11], [1.92, 2.24, -2.01], [0.59, 2.07, -2.13], [0.08, 1.94, -3.34], [0.85, 1.90, -4.50], [2.21, 2.15, -4.37], [0.19, 1.53, -5.76], [-0.67, 0.52, -5.88], [-0.99, -0.47, -4.83], [-2.26, -1.01, -4.72], [-2.49, -1.91, -3.69], [-1.53, -2.28, -2.85], [-0.33, -1.74, -3.05], [-0.01, -0.86, -3.99], [3.80, 2.51, -2.97], [2.30, 2.31, -1.00], [-0.99, 1.81, -3.39], [2.84, 2.15, -5.25], [0.41, 2.13, -6.64], [-1.19, 0.39, -6.82], [-3.06, -0.72, -5.40], [-3.47, -2.34, -3.54], [0.46, -2.04, -2.38], [1.94, -5.82, -2.15], [1.55, -4.58, -1.41], [2.31, -3.42, -1.47], [1.96, -2.25, -0.80], [2.89, -1.08, -0.94], [0.79, -2.24, -0.03], [-0.03, -0.69, 0.83], [0.91, 0.85, 0.55], [1.74, 1.47, 1.47], [1.77, 2.88, 1.53], [2.62, 3.54, 2.40], [3.47, 2.83, 3.23], [3.46, 1.44, 3.18], [2.62, 0.77, 2.31], [-0.06, -0.94, 2.78], [-0.98, -0.09, 3.44], [-1.74, 1.00, 2.72], [-1.18, -0.23, 4.80], [-0.49, -1.18, 5.55], [-0.70, -1.29, 7.03], [0.41, -1.99, 4.89], [0.65, -1.89, 3.52], [1.68, -2.83, 2.95], [-0.01, -3.40, 0.03], [-1.29, -3.44, 0.83], [0.38, -4.54, -0.65], [2.92, -5.71, -2.62], [1.21, -6.05, -2.94], [1.98, -6.68, -1.48], [3.22, -3.42, -2.06], [3.91, -1.37, -0.65], [2.59, -0.22, -0.36], [2.94, -0.77, -1.99], [1.11, 3.43, 0.88], [2.62, 4.63, 2.42], [4.14, 3.35, 3.91], [4.12, 0.87, 3.82], [2.63, -0.31, 2.28], [-1.05, 1.73, 2.28], [-2.38, 1.53, 3.41], [-2.35, 0.60, 1.91], [-1.88, 0.43, 5.30], [-1.69, -0.95, 7.32], [0.03, -0.68, 7.57], [-0.58, -2.32, 7.37], [0.97, -2.73, 5.46], [2.37, -3.14, 3.74], [2.27, -2.39, 2.15], [1.22, -3.73, 2.54], [-1.98, -2.64, 0.53], [-1.11, -3.32, 1.90], [-1.80, -4.39, 0.68], [-0.25, -5.43, -0.59]], "mulliken_charge": [1.165, -0.225, 0.594, -0.239, -0.317, -0.191, -0.226, -1.015, -0.271, -0.127, 0.439, -0.376, 0.502, 0.436, 0.402, -0.963, -0.279, 0.181, -0.446, 0.179, -0.518, -0.768, -0.787, 0.832, -0.671, -0.350, -0.266, -0.269, -0.346, 0.475, 0.341, 0.838, 0.463, 0.451, 0.443, 0.445, 0.431, 0.314, -1.662, 0.873, -0.860, 0.080, -1.444, 0.818, 1.961, 0.578, 0.323, -0.496, -0.637, -0.778, -0.826, -0.218, 0.338, 0.136, -1.360, -0.920, 0.559, -1.669, -0.955, 1.134, -1.850, 0.571, -1.822, -1.298, 0.385, 0.318, 0.360, 0.345, 0.420, -0.208, 0.380, 0.323, 0.423, 0.375, 0.445, 0.474, -0.117, 0.465, 0.343, 0.364, 0.383, 0.298, 0.389, 0.432, 0.509, 0.237, 0.315, 0.330, 0.218, 0.510, 0.431]}

***

{"formula": "C25H38N5O8PmS", "method": "wB97M-V/def2-TZVPD", "multiplicity": 5, "homo_lumo_gap_ev": [5.6, 5.6], "relative_energy_kj_mol": 201.44, "charge": -2, "elements": ["Pm", "O", "C", "O", "C", "C", "C", "C", "C", "N", "C", "O", "O", "H", "H", "H", "C", "N", "C", "C", "C", "N", "C", "C", "H", "H", "H", "H", "H", "H", "H", "H", "H", "H", "H", "H", "H", "H", "H", "H", "C", "C", "S", "O", "C", "C", "H", "H", "H", "H", "H", "H", "H", "H", "H", "H", "C", "C", "C", "C", "C", "C", "C", "C", "N", "H", "H", "H", "H", "H", "H", "H", "H", "H", "O", "N", "O", "O"], "positions_angstrom": [[-0.07, 0.00, -0.61], [2.68, -0.01, 3.02], [1.84, 0.17, 2.14], [1.30, -0.69, 1.38], [1.32, 1.61, 1.95], [1.83, 2.70, 2.64], [1.20, 3.92, 2.48], [0.07, 4.04, 1.68], [-0.38, 2.90, 1.02], [0.27, 1.75, 1.16], [-1.69, 2.85, 0.21], [-2.40, 3.85, 0.26], [-1.89, 1.75, -0.39], [2.69, 2.55, 3.28], [1.59, 4.80, 3.00], [-0.48, 4.96, 1.57], [-2.57, 0.48, 2.51], [-1.82, -0.71, 2.14], [-1.02, -1.16, 3.27], [-2.70, -1.78, 1.69], [-3.29, -1.55, 0.32], [-2.31, -1.67, -0.76], [-1.99, -3.06, -1.04], [-2.83, -1.04, -1.98], [-3.29, 0.25, 3.31], [-3.10, 0.90, 1.66], [-1.88, 1.24, 2.87], [-1.67, -1.50, 4.10], [-0.39, -0.35, 3.63], [-0.36, -1.97, 2.96], [-3.53, -1.92, 2.42], [-2.13, -2.71, 1.69], [-3.72, -0.54, 0.26], [-4.11, -2.26, 0.15], [-2.88, -3.59, -1.43], [-1.65, -3.57, -0.14], [-1.19, -3.11, -1.78], [-3.77, -1.53, -2.30], [-2.11, -1.14, -2.78], [-3.02, 0.02, -1.81], [5.29, -1.74, 1.39], [4.13, -2.65, 1.03], [3.98, -2.70, -0.73], [5.26, -3.29, -1.26], [2.76, -4.00, -0.92], [1.54, -3.96, -0.02], [5.42, -1.70, 2.47], [5.10, -0.72, 1.05], [6.22, -2.09, 0.92], [3.19, -2.26, 1.43], [4.29, -3.69, 1.35], [3.37, -4.91, -0.76], [2.49, -3.94, -1.98], [1.79, -4.07, 1.03], [0.88, -4.79, -0.28], [1.00, -3.04, -0.16], [-1.06, 2.73, -3.62], [-1.26, 1.54, -4.51], [-2.07, 1.64, -5.62], [-2.27, 0.56, -6.48], [-1.64, -0.63, -6.16], [-0.83, -0.81, -5.04], [-0.38, -2.24, -4.80], [-0.59, 0.31, -4.18], [0.10, 0.47, -3.01], [-1.50, 3.62, -4.09], [0.00, 2.90, -3.43], [-1.53, 2.60, -2.64], [-2.54, 2.59, -5.83], [-2.89, 0.64, -7.36], [-1.80, -1.50, -6.79], [-0.53, -2.80, -5.73], [-0.98, -2.72, -4.03], [0.66, -2.32, -4.49], [1.76, 0.27, -1.50], [1.16, -0.47, -2.62], [2.01, -0.84, -3.47], [0.44, -1.58, -1.92]], "lowdin_spin": [4.028, 0.000, 0.000, -0.003, 0.001, 0.000, 0.000, 0.000, 0.000, -0.002, 0.000, 0.000, -0.003, 0.000, 0.000, 0.000, 0.000, -0.001, 0.000, 0.000, 0.000, -0.002, 0.000, 0.000, 0.000, 0.000, 0.000, 0.000, 0.000, 0.000, 0.000, 0.000, 0.000, 0.000, 0.000, 0.000, 0.000, 0.000, 0.000, 0.000, 0.000, 0.000, 0.000, 0.000, 0.000, 0.000, 0.000, 0.000, 0.000, 0.000, 0.000, 0.000, 0.000, 0.000, 0.000, 0.000, 0.000, 0.000, 0.000, -0.001, 0.000, -0.001, 0.000, 0.000, -0.004, 0.000, 0.000, 0.000, 0.000, 0.000, 0.000, 0.000, 0.000, 0.000, -0.011, 0.003, 0.002, -0.008]}

***

{"formula": "C15H16AlN6S", "method": "wB97M-V/def2-TZVPD", "homo_lumo_gap_ev": 6.9, "relative_energy_kj_mol": 35.93, "charge": 3, "elements": ["Al", "C", "C", "N", "N", "C", "N", "S", "C", "C", "C", "C", "C", "N", "H", "H", "H", "H", "H", "H", "H", "H", "H", "H", "N", "C", "N", "C", "C", "C", "C", "C", "C", "H", "H", "H", "H", "H", "H"], "positions_angstrom": [[0.02, -0.07, 0.36], [2.88, 1.23, -2.62], [1.76, 1.01, -1.67], [1.43, -0.12, -1.13], [2.01, -1.31, -1.46], [1.49, -2.43, -0.93], [1.91, -3.60, -1.33], [0.30, -2.32, 0.31], [0.84, 2.09, -1.28], [0.88, 3.35, -1.83], [-0.12, 4.27, -1.49], [-1.11, 3.89, -0.60], [-1.06, 2.62, -0.05], [-0.12, 1.73, -0.38], [3.57, 0.40, -2.69], [2.49, 1.44, -3.62], [3.45, 2.11, -2.32], [2.73, -1.34, -2.17], [2.59, -3.73, -2.07], [1.56, -4.45, -0.90], [1.66, 3.63, -2.52], [-0.11, 5.27, -1.91], [-1.91, 4.57, -0.33], [-1.79, 2.31, 0.68], [-2.37, -0.09, 3.65], [-2.35, -0.04, 2.33], [-1.10, 0.06, 1.87], [-0.27, 0.08, 3.01], [1.11, 0.21, 3.10], [1.66, 0.21, 4.36], [0.85, 0.08, 5.50], [-0.52, -0.03, 5.42], [-1.07, -0.02, 4.14], [-3.21, -0.17, 4.23], [-3.23, -0.09, 1.71], [1.72, 0.32, 2.19], [2.73, 0.32, 4.50], [1.32, 0.07, 6.47], [-1.14, -0.13, 6.30]], "nbo_charge": [1.864, -0.711, 0.384, -0.418, -0.403, 0.367, -0.679, -0.123, 0.134, -0.157, -0.052, -0.195, 0.132, -0.669, 0.249, 0.302, 0.296, 0.436, 0.445, 0.462, 0.269, 0.281, 0.284, 0.234, -0.459, 0.301, -0.778, 0.052, -0.245, -0.147, -0.156, -0.193, 0.173, 0.473, 0.258, 0.195, 0.260, 0.266, 0.266]}

***

Sequential E output: -102732.3255 -171470.5293 -77762.0253 -42164.8250 eV